[1]
Formula: C3H3NO3
Source: the Open Molecules 2025 dataset
Level of theory: ωB97M-V/def2-TZVPD

Geometry as ORCA input:
```
! RIJCOSX wB97M-V def2-TZVPD def2/J DEFGRID3
* xyz 0 1
N -1.056 1.066 -0.656
C -0.168 0.245 -0.150
O 1.096 0.696 -0.320
C 2.000 -0.202 0.226
O 3.172 -0.009 0.194
C -2.036 -1.261 0.585
O -1.597 -2.164 1.122
H -0.876 1.945 -1.131
H 1.478 -1.067 0.667
H -2.013 0.750 -0.537
*
```

Computed properties:
Kohn-Sham gap: 10.26 eV
LUMO energy: 0.9 eV
Relative energy (zero: lowest compared OMol25 entry of this formula, charge and spin): 2.488 eV
E_HOMO: -9.399 eV


[2]
Formula: C6H8Cl3CrF3NO9S3
Source: the Open Molecules 2025 dataset
Level of theory: ωB97M-V/def2-TZVPD

Geometry as ORCA input:
```
! RIJCOSX wB97M-V def2-TZVPD def2/J DEFGRID3
* xyz 0 2
Cr -0.916 -0.566 -0.161
O -1.998 -3.982 -0.185
Cl -1.346 -3.083 -1.048
O -0.900 -3.672 -2.246
O -2.176 -1.892 -1.304
O -0.178 -2.443 -0.331
O -0.330 2.706 0.427
C -1.444 2.221 0.498
O -1.774 1.006 0.189
H -2.305 2.824 0.815
S 0.149 0.112 -2.061
C 1.676 0.451 -1.332
N 1.883 1.377 -0.447
C 3.181 1.378 0.217
C 4.129 0.556 -0.669
S 3.067 -0.485 -1.722
H 1.064 1.900 -0.076
H 3.060 0.940 1.209
H 3.534 2.402 0.324
H 4.772 -0.088 -0.076
H 4.750 1.190 -1.298
Cl -4.708 3.204 -3.229
C -3.657 2.299 -2.130
Cl -3.733 0.560 -2.396
H -3.980 2.501 -1.117
H -2.637 2.628 -2.296
F 1.634 -2.650 2.075
C 0.515 -2.542 2.785
F 0.823 -2.569 4.076
F -0.286 -3.556 2.505
S -0.338 -0.922 2.388
O -0.446 -0.215 3.613
O 0.502 -0.307 1.323
O -1.585 -1.283 1.681
*
```

Computed properties:
Kohn-Sham gap (spin up / spin down): 8.20 / 8.76 eV
LUMO energy (spin up / spin down): -1.9 / -1.3 eV
Relative energy (zero: lowest compared OMol25 entry of this formula, charge and spin): 0.000 eV
E_HOMO (spin up / spin down): -10.125 / -10.069 eV


[3]
Formula: C50H80BN2O21
Source: the Open Molecules 2025 dataset
Level of theory: ωB97M-V/def2-TZVPD

Geometry as ORCA input:
```
! RIJCOSX wB97M-V def2-TZVPD def2/J DEFGRID3
* xyz -1 1
C 1.926 1.319 8.400
C 1.519 -0.135 7.763
C 0.109 -0.099 6.972
C 1.236 -1.071 9.079
C 2.719 -0.850 6.978
C 2.975 -0.385 5.464
C 2.606 1.140 5.129
C 4.597 -0.492 5.241
C 2.365 -1.413 4.356
C 3.048 -1.482 2.941
C 2.557 -2.475 1.860
C 1.327 -3.433 2.100
O 0.896 -4.326 1.044
C 0.274 -3.556 -0.048
C -1.323 -3.727 -0.061
O -2.022 -2.841 -0.954
C -1.899 -1.452 -0.557
C -2.473 -1.107 0.898
B -2.955 0.468 1.019
C -3.413 0.722 2.606
C -5.014 0.529 2.835
C -5.303 -0.883 3.528
O -5.222 -2.002 2.966
N -5.754 -0.892 4.975
C -7.203 -1.214 4.893
C -7.880 -2.321 5.739
C -9.409 -2.632 5.629
C -10.301 -1.840 4.637
C -9.641 -0.744 3.740
C -8.130 -0.435 3.886
C -1.669 1.499 0.786
C -0.388 1.188 1.613
C 0.830 2.153 1.409
C 0.645 3.325 0.374
C -0.732 3.420 -0.324
N -1.874 2.578 -0.139
C 0.647 -3.354 3.491
C 1.179 -2.369 4.604
H 1.424 2.194 7.866
H 1.709 1.314 9.535
H 3.072 1.458 8.323
H 0.203 -0.126 5.838
H -0.610 -0.902 7.392
H -0.408 0.908 7.223
H 0.146 -0.958 9.401
H 1.384 -2.190 8.829
H 1.961 -0.800 9.940
H 2.551 -1.994 7.019
H 3.686 -0.622 7.572
H 3.114 1.377 4.114
H 1.496 1.352 4.980
H 3.055 1.866 5.885
H 5.133 0.013 6.121
H 4.862 -1.591 5.100
H 4.871 0.144 4.314
H 3.939 -0.815 2.646
H 3.046 -2.588 0.822
H 0.657 -4.005 -1.054
H 0.611 -2.467 -0.051
H -1.691 -3.716 1.020
H -1.528 -4.798 -0.452
H -0.834 -1.022 -0.662
H -2.539 -0.848 -1.310
H -1.630 -1.339 1.661
H -3.372 -1.795 1.132
H -3.853 0.722 0.268
H -2.856 0.017 3.327
H -3.167 1.804 2.938
H -5.575 0.674 1.850
H -5.380 1.333 3.564
H -5.336 -1.764 5.367
H -7.271 -2.948 6.485
H -9.889 -3.447 6.271
H -11.428 -2.059 4.550
H -10.266 -0.153 2.982
H -7.704 0.391 3.206
H -0.324 0.311 2.359
H 1.793 2.002 1.996
H 1.500 4.042 0.164
H -0.852 4.287 -1.077
H -0.239 -4.033 3.745
H 0.630 -2.400 5.599
C 2.102 -4.656 -7.647
O 0.979 -4.822 -6.783
C 1.221 -4.508 -5.497
O 2.270 -4.115 -5.049
O 0.090 -4.708 -4.801
C 0.198 -4.414 -3.408
H 1.794 -4.936 -8.655
H 2.425 -3.612 -7.664
H 2.923 -5.309 -7.344
H 0.444 -3.361 -3.255
H 0.943 -5.058 -2.935
H -0.770 -4.612 -2.947
C 3.187 0.104 -12.356
O 2.669 -0.969 -11.573
C 1.790 -0.588 -10.630
O 1.430 0.544 -10.414
O 1.385 -1.685 -9.971
C 0.440 -1.429 -8.930
H 3.883 -0.319 -13.082
H 2.384 0.607 -12.900
H 3.731 0.812 -11.728
H -0.472 -0.987 -9.337
H 0.875 -0.782 -8.166
H 0.185 -2.384 -8.469
C -2.503 4.771 1.348
O -3.121 5.733 2.211
C -3.309 6.938 1.654
O -3.009 7.256 0.528
O -3.891 7.735 2.570
C -4.151 9.058 2.111
H -2.402 3.839 1.902
H -3.125 4.584 0.472
H -1.508 5.104 1.052
H -4.841 9.044 1.265
H -3.220 9.563 1.843
H -4.619 9.609 2.929
C 3.168 6.241 -8.098
O 2.491 5.880 -9.299
C 1.731 4.775 -9.192
O 1.592 4.106 -8.198
O 1.155 4.549 -10.383
C 0.311 3.396 -10.417
H 3.749 7.142 -8.300
H 2.452 6.463 -7.303
H 3.855 5.450 -7.789
H -0.519 3.506 -9.714
H 0.883 2.491 -10.200
H -0.099 3.311 -11.424
C -0.321 5.631 5.197
O 0.471 6.711 5.685
C 1.193 6.396 6.769
O 1.210 5.320 7.314
O 1.893 7.484 7.139
C 2.712 7.287 8.289
H -0.866 5.982 4.320
H 0.312 4.793 4.897
H -1.047 5.317 5.950
H 3.461 6.514 8.101
H 2.102 7.030 9.157
H 3.228 8.225 8.495
C 6.860 -7.929 -9.977
O 6.342 -9.003 -9.194
C 5.464 -8.623 -8.250
O 5.103 -7.492 -8.032
O 5.058 -9.721 -7.592
C 4.115 -9.465 -6.552
H 7.555 -8.351 -10.704
H 6.057 -7.425 -10.520
H 7.404 -7.221 -9.348
H 3.204 -9.022 -6.959
H 4.551 -8.818 -5.788
H 3.860 -10.420 -6.091
*
```

Computed properties:
Kohn-Sham gap: 7.01 eV
LUMO energy: 1.7 eV
E_HOMO: -5.309 eV


[4]
Formula: C39H49BeBrN4OS
Source: the Open Molecules 2025 dataset
Level of theory: ωB97M-V/def2-TZVPD

Geometry as ORCA input:
```
! RIJCOSX wB97M-V def2-TZVPD def2/J DEFGRID3
* xyz 0 1
Be -0.223 0.426 -0.278
C 3.221 0.233 -2.358
C 3.400 1.211 -1.232
C 4.370 2.203 -1.314
C 4.532 3.128 -0.297
C 3.717 3.073 0.820
C 2.728 2.104 0.941
C 1.838 2.066 2.148
C 2.595 1.179 -0.090
N 1.551 0.195 -0.034
C 1.808 -1.034 0.154
C 3.126 -1.620 0.528
C 0.633 -1.950 -0.091
C 0.780 -3.408 0.179
N -0.397 -1.366 -0.558
C -1.488 -2.144 -1.094
C -2.720 -2.197 -0.441
C -2.966 -1.520 0.874
C -3.742 -2.925 -1.042
C -3.553 -3.570 -2.249
C -2.318 -3.514 -2.869
C -1.260 -2.813 -2.303
C 0.068 -2.781 -3.007
H 3.729 0.595 -3.252
H 2.170 0.094 -2.604
H 3.650 -0.744 -2.118
H 4.989 2.256 -2.201
H 5.285 3.900 -0.381
H 3.830 3.802 1.612
H 2.006 2.943 2.770
H 2.020 1.176 2.755
H 0.790 2.049 1.859
H 3.876 -0.841 0.644
H 3.464 -2.339 -0.219
H 3.017 -2.157 1.472
H 1.025 -3.547 1.233
H 1.598 -3.835 -0.403
H -0.139 -3.944 -0.047
H -2.382 -1.980 1.675
H -4.020 -1.590 1.139
H -2.691 -0.473 0.833
H -4.704 -2.968 -0.547
H -4.365 -4.118 -2.706
H -2.159 -4.023 -3.811
H 0.023 -3.391 -3.908
H 0.878 -3.177 -2.394
H 0.326 -1.756 -3.283
C -2.238 3.285 6.710
C -2.680 1.872 6.307
C -4.211 1.790 6.347
C -2.118 0.884 7.330
C -2.193 1.573 4.892
C -1.343 0.527 4.588
C -0.944 0.317 3.276
Br 0.213 -1.181 3.017
C -1.348 1.112 2.199
O -0.958 0.890 0.964
C -2.228 2.185 2.508
C -2.608 2.373 3.828
C -2.724 3.143 1.414
C -3.673 4.208 1.973
C -3.510 2.388 0.332
C -1.520 3.883 0.812
H -2.580 3.514 7.720
H -2.647 4.039 6.037
H -1.151 3.369 6.687
H -4.574 2.001 7.354
H -4.550 0.793 6.061
H -4.668 2.508 5.667
H -2.493 1.136 8.323
H -1.029 0.918 7.367
H -2.423 -0.140 7.109
H -0.976 -0.144 5.350
H -3.278 3.190 4.049
H -4.565 3.768 2.422
H -3.996 4.845 1.150
H -3.188 4.848 2.711
H -4.383 1.903 0.775
H -2.910 1.640 -0.176
H -3.860 3.094 -0.423
H -1.071 4.533 1.567
H -1.836 4.499 -0.031
H -0.760 3.201 0.443
C -0.543 3.797 -6.399
C -0.425 2.550 -5.575
C -0.252 1.296 -6.157
C -0.131 0.235 -5.285
N -0.179 0.370 -3.966
C -0.356 1.612 -3.493
S -0.493 1.908 -1.787
N -0.480 2.704 -4.261
H -0.658 3.572 -7.457
H 0.349 4.410 -6.265
H -1.393 4.385 -6.056
H -0.213 1.163 -7.228
H 0.014 -0.777 -5.654
*
```

Computed properties:
Kohn-Sham gap: 6.66 eV
LUMO energy: -0.8 eV
Relative energy (zero: lowest compared OMol25 entry of this formula, charge and spin): 0.000 eV
E_HOMO: -7.447 eV


[5]
Formula: C34H63Cl2N5O8PSSbSi3Ti
Source: the Open Molecules 2025 dataset
Level of theory: ωB97M-V/def2-TZVPD

Geometry as ORCA input:
```
! RIJCOSX wB97M-V def2-TZVPD def2/J DEFGRID3
* xyz 0 1
Ti -0.438 0.170 0.104
C -4.439 1.608 -2.748
Sb -3.206 -0.025 -2.102
C -2.100 1.259 -0.615
C -1.238 2.309 -1.187
C -1.585 3.582 -1.645
C -0.591 4.433 -2.075
C 0.739 4.015 -2.040
C 1.012 2.753 -1.565
N 0.050 1.918 -1.165
Si -3.428 1.684 0.704
C -4.886 0.520 0.587
C -4.060 3.428 0.515
C -2.908 1.524 2.506
C -2.328 -0.422 -4.157
C -0.843 -0.730 -3.995
C -0.263 -1.952 -4.355
C 1.099 -2.143 -4.205
C 1.878 -1.107 -3.716
C 1.233 0.077 -3.402
N -0.076 0.265 -3.526
Si -2.311 0.972 -5.470
C -3.949 1.279 -6.319
C -1.116 0.435 -6.802
C -1.688 2.620 -4.853
Si -3.430 -1.891 -4.651
C -5.240 -1.428 -4.525
C -3.150 -2.460 -6.412
C -3.231 -3.372 -3.541
H -4.848 2.115 -1.876
H -5.265 1.232 -3.354
H -3.846 2.313 -3.330
H -2.625 3.876 -1.659
H -0.843 5.419 -2.447
H 1.546 4.658 -2.363
H 2.028 2.386 -1.507
H -5.462 0.572 -0.341
H -5.562 0.790 1.406
H -4.577 -0.518 0.741
H -4.482 3.652 -0.469
H -3.294 4.178 0.737
H -4.859 3.560 1.254
H -3.531 0.756 2.974
H -3.092 2.472 3.023
H -1.871 1.244 2.670
H -0.872 -2.755 -4.741
H 1.545 -3.095 -4.467
H 2.948 -1.208 -3.587
H 1.801 0.924 -3.022
H -4.303 0.407 -6.876
H -3.796 2.091 -7.041
H -4.742 1.593 -5.637
H -1.325 -0.566 -7.187
H -0.086 0.445 -6.430
H -1.177 1.140 -7.639
H -2.486 3.367 -4.775
H -0.944 2.997 -5.561
H -1.201 2.513 -3.886
H -5.523 -0.584 -5.157
H -5.545 -1.207 -3.497
H -5.818 -2.301 -4.847
H -3.395 -1.688 -7.145
H -3.812 -3.315 -6.595
H -2.125 -2.787 -6.604
H -3.800 -3.239 -2.615
H -2.203 -3.591 -3.246
H -3.635 -4.246 -4.066
O -3.081 -2.633 0.524
C -2.124 -1.956 0.316
O -1.755 -0.850 0.971
C -1.116 -2.254 -0.856
O -0.997 -3.318 -1.368
O -0.409 -1.131 -1.174
C -0.392 3.815 3.846
S -0.872 4.271 2.187
C 0.759 4.643 1.563
O -1.591 5.583 2.267
H -1.297 3.929 4.443
H 0.387 4.488 4.207
H -0.068 2.772 3.870
H 1.305 5.249 2.286
H 0.596 5.200 0.641
H 1.283 3.714 1.336
C 2.091 -3.519 -0.654
N 1.588 -4.015 0.622
C 2.031 -5.358 0.969
P 1.014 -3.030 1.798
O 0.822 -1.647 1.247
N -0.305 -3.736 2.459
C -0.980 -4.929 1.942
C -1.072 -2.954 3.438
N 2.124 -3.031 3.032
C 3.497 -2.717 2.648
C 2.048 -3.879 4.213
H 1.722 -4.135 -1.475
H 3.188 -3.536 -0.659
H 1.753 -2.502 -0.827
H 1.582 -6.096 0.300
H 1.746 -5.615 1.990
H 3.120 -5.441 0.888
H -0.581 -5.212 0.972
H -2.039 -4.723 1.810
H -0.865 -5.766 2.639
H -0.530 -2.050 3.719
H -1.247 -3.547 4.340
H -2.034 -2.658 3.019
H 3.523 -2.105 1.747
H 4.068 -3.636 2.464
H 3.998 -2.159 3.440
H 1.028 -4.195 4.403
H 2.405 -3.331 5.089
H 2.673 -4.775 4.102
Cl 3.773 0.343 2.774
C 2.507 0.977 1.750
Cl 2.563 0.281 0.082
C 1.087 0.840 2.357
O 0.890 0.487 3.477
O 0.190 1.289 1.474
H 2.711 2.033 1.614
*
```

Computed properties:
Kohn-Sham gap: 7.63 eV
LUMO energy: -0.1 eV
Relative energy (zero: lowest compared OMol25 entry of this formula, charge and spin): 0.794 eV
E_HOMO: -7.769 eV


[6]
Formula: C39H34CaClN3SSi2
Source: the Open Molecules 2025 dataset
Level of theory: ωB97M-V/def2-TZVPD

Geometry as ORCA input:
```
! RIJCOSX wB97M-V def2-TZVPD def2/J DEFGRID3
* xyz 0 1
C -1.356 -0.575 1.903
C -2.094 0.056 0.866
C -2.058 -0.804 -0.267
H -2.633 1.007 0.946
C -1.278 -1.944 0.066
C -0.820 -1.787 1.399
H -0.220 -2.507 1.965
H -1.290 -0.228 2.937
H -2.595 -0.654 -1.209
H -1.125 -2.820 -0.576
Ca 0.431 0.140 -0.013
Si 2.905 0.378 -8.028
C 2.144 1.870 -8.814
C 2.699 2.590 -9.887
H 3.653 2.281 -10.328
C 2.021 3.708 -10.401
H 2.446 4.271 -11.236
C 0.798 4.121 -9.851
H 0.282 5.009 -10.237
C 0.243 3.388 -8.794
H -0.711 3.688 -8.362
C 0.908 2.272 -8.280
H 0.457 1.706 -7.459
C 2.228 -1.148 -8.831
C 1.136 -1.099 -9.720
H 0.750 -0.137 -10.078
C 0.529 -2.287 -10.153
H -0.367 -2.240 -10.774
C 1.060 -3.532 -9.794
H 0.572 -4.458 -10.119
C 2.236 -3.572 -9.033
H 2.677 -4.538 -8.782
C 2.842 -2.391 -8.589
H 3.794 -2.431 -8.051
H 2.689 0.418 -6.578
Si 0.407 0.240 -3.301
C -0.357 -1.372 -3.791
C -1.514 -1.420 -4.595
H -2.001 -0.495 -4.914
C -2.077 -2.656 -4.955
H -2.956 -2.672 -5.595
C -1.523 -3.851 -4.502
H -1.939 -4.808 -4.822
C -0.426 -3.802 -3.642
H -0.010 -4.733 -3.254
C 0.140 -2.581 -3.267
H 0.955 -2.571 -2.547
C -0.722 1.633 -3.795
C -1.914 1.872 -3.069
H -2.125 1.314 -2.151
C -2.822 2.843 -3.500
H -3.740 3.006 -2.937
C -2.564 3.612 -4.632
H -3.289 4.347 -4.978
C -1.367 3.425 -5.316
H -1.144 4.029 -6.185
C -0.434 2.474 -4.884
H 0.537 2.406 -5.379
H 4.380 0.417 -8.193
Cl 2.274 0.440 -4.136
N 3.017 0.116 3.519
C 2.254 1.088 4.175
C 2.336 1.600 5.458
C 1.337 2.509 5.858
C 0.299 2.859 4.986
C 0.217 2.319 3.693
C 1.242 1.449 3.273
N 1.422 0.738 2.089
C 2.516 -0.066 2.267
C 3.083 -0.949 1.244
C 4.169 -1.794 1.368
S 4.516 -2.584 -0.127
C 3.164 -1.791 -0.869
N 2.517 -0.953 -0.038
H 3.801 -0.397 3.920
H 3.161 1.292 6.110
H 1.371 2.932 6.864
H -0.456 3.563 5.321
H -0.596 2.521 3.004
H 4.728 -1.943 2.284
H 2.894 -1.906 -1.913
*
```

Computed properties:
Kohn-Sham gap: 4.64 eV
LUMO energy: -1.0 eV
Relative energy (zero: lowest compared OMol25 entry of this formula, charge and spin): 0.000 eV
E_HOMO: -5.627 eV